## 1
The molecule C2H5NO, computed with the ωB97M-V functional and the def2-TZVPD basis.

Cartesian coordinates (Å):
C (-0.49, 0.93, -0.03)
H (-0.80, 0.93, -1.02)
H (1.03, -1.98, 0.12)
C (0.15, -1.35, -0.02)
N (0.43, -0.12, 0.04)
H (-0.91, -1.55, 0.04)
O (2.02, 0.45, -0.08)
H (-1.35, 0.75, 0.61)
H (-0.08, 1.95, 0.33)

Properties
<S²> = 2.01
2S+1 = 3
gap between HOMO and LUMO (alpha / beta) = 7.3 / 9.0 eV
molar mass = 59.1 g mol⁻¹

## 2
The molecule C2H5NO, computed with the ωB97M-V functional and the def2-TZVPD basis.

Cartesian coordinates (Å):
H (-0.82, -0.62, -1.81)
H (1.64, 0.27, -0.15)
H (-0.24, -1.37, 1.34)
H (-1.97, 0.64, -1.30)
O (0.63, -1.15, 0.85)
C (-0.96, 0.30, -1.28)
N (-0.19, 1.03, 0.06)
C (0.81, 0.25, 0.63)
H (1.10, 0.65, 1.66)

Properties
<S²> = 2.01
2S+1 = 3
gap between HOMO and LUMO (alpha / beta) = 9.5 / 8.7 eV
molar mass = 59.1 g mol⁻¹

Least stable of them? 1.

## 1
A 2-piece molecular cluster, CH3NO4S overall, computed with the ωB97M-V functional and the def2-TZVPD basis.

Cartesian coordinates (Å):
S (-0.48, 1.86, -0.65)
H (-0.03, -0.46, -1.65)
C (-0.26, -0.04, -0.59)
N (2.33, 2.81, -1.71)
O (3.00, 1.88, -1.94)
H (-1.11, -0.57, -0.24)
O (2.32, 3.98, -1.52)
H (0.77, -0.17, -0.07)
O (-0.66, 2.12, 0.72)
O (-1.54, 2.06, -1.65)

Properties
gap between HOMO and LUMO (alpha / beta) = 8.6 / 7.8 eV
molar mass = 125.1 g mol⁻¹

## 2
The molecule CH3NO4S, computed with the ωB97M-V functional and the def2-TZVPD basis.

Cartesian coordinates (Å):
O (0.59, -0.13, -1.46)
O (-1.33, -0.69, -0.53)
H (1.07, 0.23, 2.08)
O (-0.83, 0.50, 1.57)
H (-0.79, -1.32, -2.37)
N (0.41, -0.06, 1.31)
O (2.29, 1.36, -0.44)
C (-0.55, -0.73, -1.39)
S (0.88, 1.02, -0.16)
H (-1.74, -0.17, 1.40)

Properties
gap between HOMO and LUMO = 10.3 eV
molar mass = 125.1 g mol⁻¹

Least stable of them? 1.

## 1
C3H4KO4 as an isolated structure, computed with the ωB97M-V functional and the def2-TZVPD basis.

Cartesian coordinates (Å):
O (0.32, -0.24, 0.01)
O (1.94, 1.26, 0.44)
H (-0.77, 1.54, -0.55)
C (1.60, 0.15, 0.16)
H (-2.70, 0.70, -0.85)
H (3.26, -0.67, -0.22)
H (-0.70, 1.16, 1.24)
O (-2.04, -1.06, 0.08)
O (2.35, -0.92, -0.03)
C (-0.70, 0.70, 0.25)
C (-2.01, 0.15, -0.18)
K (-0.55, -2.78, -0.34)

Properties
gap between HOMO and LUMO = 10.8 eV
molar mass = 143.2 g mol⁻¹
total charge = +1

## 2
C3H4KO4 as an isolated structure, computed with the ωB97M-V functional and the def2-TZVPD basis.

Cartesian coordinates (Å):
O (0.19, -1.20, -0.64)
H (-1.79, 1.00, -0.97)
C (-0.72, 0.88, -1.22)
O (-0.38, 0.48, -2.36)
C (0.14, -0.95, 0.63)
H (0.02, 2.24, 0.27)
H (1.28, 1.26, -0.58)
K (0.77, -2.41, 4.32)
O (0.18, -1.80, 1.51)
C (0.27, 1.26, -0.15)
H (-0.16, -1.09, -1.74)
O (0.20, 0.33, 0.92)

Properties
gap between HOMO and LUMO = 10.0 eV
molar mass = 143.2 g mol⁻¹
total charge = +1

Least stable of them? 2.

## 1
A 2-piece molecular cluster, C2H5N3O2 overall, computed with the ωB97M-V functional and the def2-TZVPD basis.

Cartesian coordinates (Å):
N (-0.06, 0.34, -0.58)
O (3.36, 0.21, 1.25)
O (0.82, -0.79, 1.34)
C (0.15, -0.34, 0.51)
N (2.66, -0.56, 1.78)
H (-3.14, 0.30, -1.36)
H (-1.34, 0.99, -2.22)
H (3.04, -1.29, 2.40)
H (-2.55, -0.49, 0.03)
H (0.65, 0.95, -1.11)
N (-2.34, 0.12, -0.78)
C (-1.25, 0.57, -1.25)

Properties
gap between HOMO and LUMO (alpha / beta) = 7.4 / 8.6 eV
molar mass = 103.1 g mol⁻¹
total charge = +2

## 2
A 2-piece molecular cluster, C2H5N3O2 overall, computed with the ωB97M-V functional and the def2-TZVPD basis.

Cartesian coordinates (Å):
C (-0.57, 0.51, -0.07)
N (-3.24, 0.16, 0.12)
N (0.41, -0.42, -0.25)
H (1.91, 1.43, 0.51)
O (-1.33, 1.34, 0.16)
H (2.21, -1.43, -0.55)
O (-2.61, -0.81, -0.13)
H (-4.31, -0.09, 0.25)
H (3.51, 0.40, 0.22)
H (-0.21, -1.29, -0.31)
N (2.44, 0.58, 0.29)
C (1.80, -0.39, -0.23)

Properties
gap between HOMO and LUMO = 7.8 eV
molar mass = 103.1 g mol⁻¹
total charge = +2

Least stable of them? 1.

## 1
An isolated ion of composition C2H5N2S and charge +1, computed with the ωB97M-V functional and the def2-TZVPD basis.

Cartesian coordinates (Å):
N (1.08, 1.57, 0.10)
S (2.52, -0.61, -0.25)
C (-0.03, -0.77, 0.66)
H (-0.52, -1.37, 1.56)
H (0.46, 2.08, 0.70)
H (-0.33, -0.77, -1.31)
N (-0.59, -1.18, -0.42)
C (1.22, 0.24, 0.13)
H (-1.28, -1.89, -0.66)
H (1.96, 2.05, -0.03)

Properties
SMILES string = NC(=S)C=[NH2+]
gap between HOMO and LUMO = 8.4 eV
molar mass = 89.1 g mol⁻¹
total charge = +1

## 2
A 2-piece molecular cluster, C2H5N2S overall, computed with the ωB97M-V functional and the def2-TZVPD basis.

Cartesian coordinates (Å):
H (1.46, -2.03, -0.06)
H (-1.75, 0.53, -0.07)
C (-0.37, -1.01, -0.12)
S (1.80, 0.37, 0.10)
C (0.20, 1.20, -0.05)
N (-0.82, 0.21, -0.29)
H (-1.13, -1.73, -0.34)
N (0.91, -1.22, 0.19)
H (0.00, 2.11, -0.70)
H (-0.30, 1.56, 1.34)

Properties
gap between HOMO and LUMO = 9.1 eV
molar mass = 89.1 g mol⁻¹
total charge = +1

## 3
A 3-piece molecular cluster, C2H5N2S overall, computed with the ωB97M-V functional and the def2-TZVPD basis.

Cartesian coordinates (Å):
N (-0.87, -0.50, -0.75)
H (-0.69, 2.62, 1.00)
H (-0.48, -2.34, 0.00)
C (-0.31, 0.78, -0.90)
H (-1.65, -0.83, -1.29)
H (1.85, -1.39, 0.70)
C (-0.15, -1.40, -0.11)
H (0.04, 3.14, 1.09)
N (1.05, -0.89, 0.33)
S (1.20, 0.79, -0.08)

Properties
gap between HOMO and LUMO = 9.2 eV
molar mass = 89.1 g mol⁻¹
total charge = +1

Least stable of them? 3.

## 1
C3H7O4P as an isolated structure, computed with the ωB97M-V functional and the def2-TZVPD basis.

Cartesian coordinates (Å):
H (0.76, 0.49, 2.87)
H (0.56, -1.86, -0.58)
P (-1.18, 0.91, -2.52)
O (-2.53, 0.20, -1.87)
C (0.94, 0.69, 0.10)
H (-2.58, -0.57, -1.31)
O (-0.32, 1.12, -0.47)
H (0.81, -1.17, 2.94)
C (0.75, -0.54, 0.93)
C (0.67, -0.37, 2.25)
O (0.50, -1.75, 0.43)
H (1.39, 1.42, 0.81)
H (-0.97, 1.19, 0.23)
O (-0.39, -0.18, -3.00)
H (1.60, 0.42, -0.82)

Properties
gap between HOMO and LUMO = 10.0 eV
molar mass = 138.1 g mol⁻¹

## 2
The molecule C3H7O4P, computed with the ωB97M-V functional and the def2-TZVPD basis.

Cartesian coordinates (Å):
O (0.81, -1.73, 0.23)
O (-0.82, 1.48, -0.55)
C (1.76, 0.42, -0.05)
C (-0.94, 0.34, 0.21)
H (1.86, 1.53, -0.16)
O (-1.28, 0.77, 1.47)
C (0.73, -0.40, 0.18)
H (-1.72, -1.26, -1.64)
P (-2.20, -1.05, -0.27)
H (3.31, -0.92, 0.16)
H (-0.28, 1.60, -1.30)
H (-1.76, 1.61, 1.41)
O (3.04, -0.04, -0.18)
H (-3.29, -0.15, -0.55)
H (0.78, -2.21, 1.04)

Properties
SMILES string = O/C=C(\O)C(O)(O)P
gap between HOMO and LUMO = 9.2 eV
molar mass = 138.1 g mol⁻¹

Least stable of them? 2.

## 1
The molecule C2FN3, computed with the ωB97M-V functional and the def2-TZVPD basis.

Cartesian coordinates (Å):
N (-0.38, 0.02, -0.53)
C (-0.36, -1.08, 0.21)
N (-0.91, -2.02, 0.48)
F (1.87, 1.13, -0.40)
C (0.68, 1.37, 0.02)
N (-0.55, 1.15, 0.31)

Properties
SMILES string = N#CN1N=C1F
gap between HOMO and LUMO (alpha / beta) = 8.0 / 8.0 eV
molar mass = 85.0 g mol⁻¹

## 2
A 2-piece molecular cluster, C2FN3 overall, computed with the ωB97M-V functional and the def2-TZVPD basis.

Cartesian coordinates (Å):
C (0.37, -0.47, 1.64)
F (-0.92, 1.20, -2.78)
N (-0.08, -0.02, -0.88)
C (-0.44, 0.58, -1.77)
N (1.03, 0.42, 1.11)
N (-0.23, -1.43, 1.94)

Properties
gap between HOMO and LUMO (alpha / beta) = 8.2 / 8.1 eV
molar mass = 85.0 g mol⁻¹

Least stable of them? 1.